DFT (ωB97M-V/def2-TZVPD) results for 3 unconnected molecules or ions with the total composition C5H14NO2 at a distorted geometry.

The geometry in XYZ format:
```
22
Properties=species:S:1:pos:R:3:forces:R:3
H -2.51454 -0.65294 1.68070 -0.03 0.13 0.33
H -1.36738 -0.55298 -0.24616 0.01 0.06 -0.17
H 0.91465 -0.98444 -3.09741 0.03 -0.09 -0.08
O 0.20264 -1.15732 -2.47477 -0.07 -0.38 0.09
H -0.69725 0.81954 -2.10564 -0.26 -0.41 0.38
C -0.31401 1.21682 -0.04290 1.17 0.48 -0.56
H 0.42685 2.12093 -1.82939 0.81 0.04 0.57
H 1.39107 0.08515 2.12082 -0.72 0.09 -0.18
H 0.28150 -2.09122 -2.23605 0.12 0.08 0.03
H -0.08867 2.15029 1.81438 0.41 0.36 0.22
H 0.26163 -4.03137 0.07825 -0.26 0.04 -0.16
H 1.41358 -3.11325 0.28536 0.06 0.29 -0.12
C 0.57845 1.86417 0.99607 -1.41 -0.47 0.30
H -1.82380 1.10280 2.09820 0.03 -0.41 0.53
C -0.12180 1.32783 -1.34728 -1.20 0.77 -0.95
N -1.28088 0.25330 0.37401 0.57 -0.88 0.42
C -1.87757 0.20189 1.50060 -0.29 0.53 -0.93
C 1.66681 0.93610 1.49002 0.87 -0.61 0.57
H 1.00604 2.77138 0.58605 -0.05 0.07 -0.14
O 0.53195 -3.12309 -0.10656 0.10 -0.27 0.21
H 2.34938 1.46895 2.15222 0.11 0.25 -0.26
H 2.24208 0.48658 0.67847 0.01 0.33 -0.12
```
Forces are in eV/Å.

Calculated values
E_LUMO = -4.8345 eV
Energy relative to the best compared isomer or geometry (same formula, charge and spin) = 230.8 kJ/mol
E_HOMO = -0.511 Ha
Net charge = +1
DFT total energy = -10989.412 eV
Orbital gap = 9.071 eV